{"formula": "C30H44BN9O4PSr", "method": "ωB97M-V/def2-TZVPD", "e_lumo_ev": [1.77, 1.77], "charge": -1, "fmax_ev_per_a": 8.0, "total_energy_ha": -2360.43927, "relative_energy_kcal_mol": 0.0, "gap_ev": [2.0, 1.9], "homo_energy_ev": [-0.18, -0.18], "symbols": ["Sr", "N", "C", "N", "C", "N", "N", "C", "N", "C", "C", "C", "C", "C", "N", "H", "H", "H", "H", "H", "H", "H", "H", "O", "O", "P", "N", "C", "C", "C", "C", "N", "C", "C", "C", "C", "N", "C", "C", "C", "C", "H", "H", "H", "H", "H", "H", "H", "H", "H", "H", "H", "H", "H", "H", "H", "H", "H", "H", "H", "H", "H", "H", "H", "H", "C", "C", "C", "C", "C", "C", "C", "C", "O", "B", "O", "C", "C", "H", "H", "H", "H", "H", "H", "H", "H", "H", "H", "H", "H"], "coordinates": [[0.7331, 0.3652, -0.0254], [3.5009, -0.4370, -1.1033], [4.0413, 0.0757, 0.1102], [5.3617, 0.2082, 0.3441], [5.6688, 0.5105, 1.6244], [6.9105, 0.8142, 1.9701], [4.7619, 0.7020, 2.5935], [3.4581, 0.6889, 2.2099], [3.0998, 0.4254, 0.9106], [2.3724, 0.7611, 3.1454], [2.7609, 0.6971, 4.5170], [1.7660, 0.9644, 5.4502], [0.5079, 1.3819, 5.0169], [0.2154, 1.3250, 3.6819], [1.0997, 0.9907, 2.7177], [4.1857, -0.2577, -1.9006], [3.3452, -1.4232, -1.1256], [7.6750, 0.3144, 1.4955], [7.1444, 1.0428, 2.9544], [3.8187, 0.5997, 4.6588], [1.8918, 0.8545, 6.5342], [-0.2897, 1.6995, 5.7149], [-0.7882, 1.5033, 3.2771], [0.1051, -1.5322, -1.2828], [-0.3522, 2.2251, -0.8293], [-1.0874, 3.3476, -1.4738], [-2.6267, 3.3968, -0.7932], [-3.2112, 2.1633, -0.3259], [-4.6823, 2.4581, 0.0956], [-4.7071, 4.0032, 0.1920], [-3.4993, 4.5587, -0.5428], [-1.2767, 3.1324, -3.1547], [-2.5589, 2.9121, -3.8721], [-2.1793, 3.1292, -5.3227], [-0.8781, 2.4011, -5.3998], [-0.2030, 2.6592, -4.0330], [-0.2966, 4.7370, -1.0606], [0.3991, 5.0362, 0.2088], [0.2970, 6.5689, 0.3301], [-0.0119, 7.1348, -1.0798], [-0.2150, 5.9176, -2.0149], [-2.6715, 1.8488, 0.6277], [-3.0509, 1.3552, -1.0598], [-4.9941, 1.9135, 1.0066], [-5.4372, 2.1029, -0.6436], [-4.7079, 4.3414, 1.2256], [-5.6357, 4.3526, -0.2240], [-2.8911, 5.2008, 0.0944], [-3.6803, 5.0437, -1.5161], [-3.3357, 3.6070, -3.5402], [-2.8510, 1.8545, -3.6976], [-2.0672, 4.2227, -5.4344], [-2.9812, 2.9125, -5.9924], [-0.2670, 2.6385, -6.2761], [-1.0182, 1.3171, -5.4677], [0.5939, 3.4114, -3.9726], [0.2729, 1.7352, -3.6260], [1.4626, 4.7030, 0.1117], [0.0110, 4.3772, 1.0032], [1.1931, 6.9697, 0.7869], [-0.4598, 6.8361, 1.0378], [0.8167, 7.6964, -1.5226], [-0.9233, 7.7152, -1.1434], [0.6401, 5.8698, -2.6885], [-1.0786, 5.9117, -2.6716], [1.2770, -7.6870, 2.2398], [0.0712, -8.0700, 1.3842], [-0.6852, -9.1263, 2.2050], [0.7733, -8.9702, 0.3446], [-0.5221, -6.8930, 0.7405], [-1.5229, -6.9230, -0.2380], [-1.6518, -5.9747, -1.2066], [-1.2248, -4.7815, -0.6077], [-1.3792, -3.5777, -1.2630], [-0.1836, -2.5843, -0.7439], [0.0264, -3.2711, 0.4856], [-0.3388, -4.6137, 0.4648], [0.1640, -5.6638, 1.1471], [1.8846, -8.5151, 2.6542], [0.9715, -7.0184, 3.1157], [1.9762, -7.1125, 1.6105], [0.0078, -9.9897, 2.3791], [-1.5667, -9.5936, 1.8148], [-1.0393, -8.6193, 3.1320], [1.5548, -9.6257, 0.7967], [1.1998, -8.3082, -0.3184], [0.0435, -9.5457, -0.2400], [-2.0814, -7.8582, -0.3651], [-2.0466, -6.0440, -2.1616], [1.0959, -5.6260, 1.7996]], "forces_ev_per_angstrom": [[1.4057, -0.3654, 1.4829], [1.7535, 1.3052, -2.7391], [0.1475, 0.1454, 0.7295], [0.7368, -0.9800, -1.6515], [-4.9038, 0.8461, 2.0281], [4.5175, 0.0248, 0.5567], [2.6350, -0.5798, -0.7531], [-3.4136, 0.3943, 2.1584], [-0.8494, -0.3192, -0.6142], [4.4566, 0.5626, -1.7455], [-2.3109, 0.8473, 1.3865], [2.6275, -0.7059, 0.2600], [-2.5194, 0.6730, 0.0501], [0.2868, -0.3300, -1.1608], [-2.2464, -0.3739, -0.6069], [-1.0561, -0.2762, 1.3452], [-0.0508, -0.6697, 0.4654], [-0.7879, 0.4846, 0.1717], [-0.9494, -0.4624, -1.1974], [0.1579, -0.4873, 0.6195], [0.4158, 0.1402, -0.3552], [0.5875, -0.3386, -0.3535], [0.0555, 0.1843, 0.4380], [1.3166, 3.4841, -1.4904], [-0.2561, 0.1127, -0.5341], [-0.9306, -0.0432, 0.3976], [0.4362, 0.0367, -1.0651], [0.3135, -1.4478, 1.8331], [-0.0110, -0.2999, -0.9543], [-0.5425, -0.3274, 0.3976], [1.5568, -0.3494, -0.4652], [-0.5836, 0.7319, 1.1515], [-0.0664, -0.3401, 0.9914], [-0.2621, 1.5035, 0.9447], [1.0608, -0.6852, -0.3779], [1.1687, -0.1908, 0.8974], [-0.5746, 1.1554, -2.3836], [0.8540, -1.0408, -0.8397], [0.0240, -0.3178, 0.0176], [0.0638, -0.7206, -0.6856], [0.4147, -1.0753, 1.2591], [-0.4764, 0.1172, -1.0970], [-0.4321, 0.1713, 0.3028], [0.5498, 0.5462, -0.1971], [0.7290, 0.3539, 0.0792], [0.1668, -0.0760, 0.1112], [-0.3374, 0.3598, -0.2604], [-0.4194, 0.6171, -0.0530], [-0.4141, 0.1525, 0.4781], [0.0760, -0.2722, 0.1412], [-0.3083, 0.5365, -0.1642], [0.4115, -0.2771, -0.0295], [-0.3594, -0.8544, -0.6001], [0.0678, 0.2861, 0.3043], [-0.3212, 0.1121, -0.0043], [-0.0396, -0.0476, -0.6934], [-0.4607, 0.4088, -0.3469], [-0.5960, 0.4191, 0.0294], [-0.1723, 0.7378, -0.0569], [0.3922, 0.0801, -0.2594], [-0.8187, 0.1057, 0.2515], [-0.1914, 0.2360, 0.4503], [-0.0209, 0.4234, 0.4480], [0.2723, -0.4776, 0.0638], [-0.3515, 0.2962, 0.2018], [0.5736, 1.1402, 1.7236], [1.7065, -3.8594, 0.6682], [-0.2929, 0.6813, 1.5387], [-0.8140, -1.1077, 0.1701], [0.3113, 2.1092, 1.6906], [0.8773, -3.5377, 0.2982], [0.7350, 2.8071, 3.6992], [-0.0445, 2.4718, -3.4585], [1.5833, 0.1797, -0.0155], [-4.6214, -6.3087, 1.7242], [1.8308, -0.2801, 0.8436], [-0.4410, 2.1860, -0.9875], [-0.1600, -1.0752, -0.6633], [-0.7942, 0.0322, -0.2717], [0.5001, -0.9411, -0.9870], [-0.0443, -0.3683, 0.3954], [-0.5027, 0.9389, 0.3825], [-0.6099, 0.1008, -0.9479], [0.4097, -0.7368, -0.1012], [-0.7417, 0.3616, -0.3661], [1.4818, 1.2367, -1.8007], [0.1570, -0.1382, 0.2070], [0.5563, -0.1252, 0.0050], [-1.1430, -0.0885, -1.3273], [-2.1372, 0.4613, -1.1281]], "lowdin_charge": [1.54, 0.05, -0.54, 0.10, -0.56, 0.09, 0.10, -0.36, -0.03, -0.31, -0.06, -0.16, -0.20, -0.26, -0.06, 0.09, 0.06, 0.08, 0.10, 0.07, 0.08, 0.07, 0.08, -0.07, -0.49, 0.59, -0.21, -0.21, -0.14, -0.17, -0.18, -0.19, -0.20, -0.20, -0.17, -0.18, -0.20, -0.16, -0.16, -0.15, -0.17, 0.13, 0.11, 0.11, 0.11, 0.11, 0.09, 0.10, 0.11, 0.11, 0.13, 0.12, 0.10, 0.11, 0.12, 0.11, 0.12, 0.13, 0.12, 0.10, 0.09, 0.10, 0.10, 0.10, 0.09, -0.12, -0.57, -0.07, -0.08, -0.17, -0.07, 0.02, -0.23, 0.04, -0.79, 0.14, -0.20, 0.06, 0.09, 0.11, 0.08, 0.09, 0.06, 0.09, 0.09, 0.05, 0.09, 0.11, 0.10, 0.13]}